No. 1
Molecular formula: C5H8O
Method: DFT, ωB97M-V/def2-TZVPD

Atoms and positions in Å:
1 C -0.19 1.87 2.52
2 C 0.02 1.47 1.23
3 C -0.14 1.02 0.05
4 H 0.41 1.36 3.34
5 H -0.75 2.81 2.86
6 H -0.95 0.50 -0.31
7 H 0.62 1.13 -0.73
8 C 1.57 -1.31 -1.50
9 C 1.01 -1.36 -0.04
10 O 0.05 -2.01 0.28
11 H 0.99 -1.78 -2.30
12 H 2.65 -1.74 -1.52
13 H 1.65 -0.18 -1.72
14 H 1.64 -0.84 0.63

HOMO-LUMO gap   10.4 eV
DFT total energy   -7358.762 eV
Charge   0
SMILES string   C=C=C.CC=O

No. 2
Molecular formula: C47H46N7P2S3Se2V
Method: DFT, ωB97M-V/def2-TZVPD

Atoms and positions in Å:
1 V 0.47 0.41 -0.30
2 C -3.21 -3.27 2.50
3 C -3.77 -1.85 2.60
4 S -2.75 -0.54 1.87
5 C -2.10 0.33 3.32
6 C -1.13 -0.44 4.21
7 S 0.37 -0.97 3.34
8 C 0.51 -2.72 3.82
9 C -0.43 -3.72 3.14
10 S -2.11 -3.80 3.85
11 H -2.70 -3.43 1.55
12 H -4.04 -3.97 2.53
13 H -3.98 -1.58 3.64
14 H -4.72 -1.80 2.07
15 H -2.94 0.69 3.92
16 H -1.61 1.21 2.90
17 H -1.61 -1.33 4.60
18 H -0.84 0.19 5.06
19 H 0.43 -2.77 4.91
20 H 1.54 -2.97 3.57
21 H 0.00 -4.71 3.24
22 H -0.52 -3.50 2.08
23 C 0.15 3.55 3.37
24 C 1.31 3.22 4.04
25 C 2.20 2.35 3.44
26 C 1.90 1.83 2.19
27 N 0.74 2.08 1.56
28 C -0.10 2.94 2.16
29 C 2.88 0.95 1.51
30 C 4.21 0.92 1.88
31 C 5.08 0.05 1.24
32 C 4.59 -0.77 0.24
33 C 3.26 -0.66 -0.11
34 N 2.41 0.19 0.50
35 H -0.58 4.23 3.79
36 H 1.53 3.64 5.01
37 H 3.10 2.06 3.95
38 H -1.04 3.16 1.67
39 H 4.58 1.58 2.64
40 H 6.12 0.02 1.52
41 H 5.22 -1.48 -0.29
42 H 2.87 -1.25 -0.91
43 Se 0.09 -0.48 -6.95
44 P 1.77 -1.15 -5.88
45 C 3.37 -0.41 -6.28
46 C 4.45 -0.54 -5.41
47 C 5.67 0.01 -5.74
48 C 5.82 0.70 -6.94
49 C 4.74 0.84 -7.80
50 C 3.51 0.28 -7.47
51 C 2.01 -2.93 -6.01
52 C 0.90 -3.77 -5.99
53 C 1.05 -5.13 -6.21
54 C 2.31 -5.67 -6.46
55 C 3.42 -4.84 -6.50
56 C 3.27 -3.47 -6.28
57 C 1.60 -0.64 -4.12
58 C 1.12 -1.11 -2.91
59 N 1.13 -0.03 -2.08
60 N 1.60 1.03 -2.72
61 N 1.89 0.69 -3.94
62 P 0.61 -2.61 -2.07
63 Se -0.33 -1.85 -0.21
64 C 2.04 -3.62 -1.71
65 C 2.88 -3.98 -2.77
66 C 3.99 -4.77 -2.53
67 C 4.26 -5.21 -1.23
68 C 3.42 -4.86 -0.18
69 C 2.30 -4.06 -0.42
70 C -0.59 -3.60 -2.91
71 C -0.42 -4.98 -2.99
72 C -1.43 -5.76 -3.55
73 C -2.58 -5.16 -4.04
74 C -2.74 -3.78 -3.97
75 C -1.76 -3.00 -3.39
76 H 4.33 -1.07 -4.46
77 H 6.52 -0.09 -5.06
78 H 6.77 1.14 -7.20
79 H 4.85 1.38 -8.73
80 H 2.65 0.39 -8.13
81 H -0.09 -3.35 -5.86
82 H 0.18 -5.77 -6.23
83 H 2.42 -6.73 -6.66
84 H 4.40 -5.24 -6.73
85 H 4.14 -2.83 -6.35
86 H 2.66 -3.66 -3.79
87 H 4.64 -5.06 -3.35
88 H 5.12 -5.84 -1.04
89 H 3.62 -5.22 0.82
90 H 1.65 -3.79 0.40
91 H 0.48 -5.45 -2.61
92 H -1.30 -6.84 -3.61
93 H -3.35 -5.78 -4.48
94 H -3.64 -3.32 -4.36
95 H -1.90 -1.93 -3.32
96 N -3.41 3.77 -3.63
97 C -2.70 2.95 -2.85
98 C -2.36 1.65 -3.28
99 C -1.59 0.86 -2.49
100 N -1.13 1.24 -1.27
101 C -1.49 2.48 -0.85
102 C -2.24 3.35 -1.58
103 H -3.70 3.48 -4.55
104 H -3.63 4.71 -3.35
105 H -2.66 1.28 -4.26
106 H -1.29 -0.11 -2.84
107 H -1.11 2.77 0.10
108 H -2.47 4.33 -1.18

HOMO-LUMO gap (spin up / spin down)   5.4 / 5.9 eV
DFT total energy   -267370.499 eV
Multiplicity   3
Charge   +2
⟨S²⟩   2.023

No. 3
Molecular formula: C16H30O4
Method: DFT, ωB97M-V/def2-TZVPD

Atoms and positions in Å:
1 C -3.71 -0.72 -3.01
2 C -4.72 -0.57 -1.88
3 C -4.07 -0.25 -0.53
4 C -3.41 1.13 -0.48
5 O -2.15 1.16 -1.15
6 C -1.07 0.82 -0.44
7 O -1.10 0.52 0.73
8 C 0.18 0.88 -1.28
9 C 0.23 -0.27 -2.30
10 C 0.06 -1.65 -1.68
11 C 1.10 -2.05 -0.63
12 C 2.52 -2.22 -1.16
13 C 3.41 -0.98 -1.02
14 C 3.56 -0.63 0.44
15 O 4.16 -1.30 1.25
16 O 2.91 0.50 0.74
17 C 2.87 0.90 2.11
18 C 1.66 1.80 2.31
19 C 1.54 2.30 3.75
20 C 1.19 1.20 4.74
21 H -4.22 -0.96 -3.94
22 H -3.00 -1.51 -2.79
23 H -3.16 0.21 -3.15
24 H -5.44 0.21 -2.13
25 H -5.28 -1.51 -1.78
26 H -4.84 -0.27 0.24
27 H -3.33 -1.00 -0.28
28 H -3.25 1.42 0.56
29 H -4.03 1.88 -0.98
30 H 1.04 0.84 -0.61
31 H 0.19 1.83 -1.82
32 H -0.58 -0.12 -3.02
33 H 1.17 -0.22 -2.85
34 H 0.07 -2.39 -2.48
35 H -0.93 -1.70 -1.20
36 H 0.77 -3.00 -0.20
37 H 1.09 -1.32 0.19
38 H 3.01 -3.03 -0.61
39 H 2.49 -2.52 -2.21
40 H 2.99 -0.12 -1.55
41 H 4.40 -1.20 -1.43
42 H 3.80 1.43 2.35
43 H 2.82 0.00 2.73
44 H 0.76 1.25 2.04
45 H 1.75 2.65 1.63
46 H 0.76 3.07 3.78
47 H 2.48 2.78 4.05
48 H 1.01 1.62 5.73
49 H 0.28 0.69 4.42
50 H 1.99 0.47 4.82

HOMO-LUMO gap   11.1 eV
DFT total energy   -25269.995 eV
Charge   0
SMILES string   CCCCOC(=O)CCCCCCC(=O)OCCCC

No. 4
Molecular formula: C11H17K2N2O5S
Method: DFT, ωB97M-V/def2-TZVPD

Atoms and positions in Å:
1 K -1.72 1.07 4.73
2 K 2.60 2.49 3.26
3 C 0.97 -0.44 2.39
4 O 0.54 0.62 3.18
5 H 0.90 -0.20 1.31
6 H 2.06 -0.66 2.53
7 H 0.45 -1.38 2.59
8 C -1.65 0.14 -0.15
9 C -2.91 -0.45 -0.84
10 O -4.01 0.38 -0.41
11 S -3.45 1.79 0.01
12 O -4.24 2.32 1.05
13 O -3.15 2.54 -1.15
14 O -2.13 1.23 0.66
15 H -0.91 0.51 -0.87
16 H -1.13 -0.55 0.50
17 H -3.10 -1.45 -0.48
18 H -2.79 -0.36 -1.92
19 N -0.68 -2.92 -2.40
20 C -1.65 -3.47 -1.62
21 C -1.12 -3.69 -0.37
22 C 0.20 -3.18 -0.40
23 C 0.45 -2.72 -1.66
24 H -0.79 -2.66 -3.36
25 H -2.61 -3.68 -2.07
26 H -1.54 -4.23 0.46
27 H 0.91 -3.17 0.42
28 H 1.36 -2.34 -2.10
29 N 3.69 3.30 -0.31
30 C 3.92 2.02 -0.75
31 C 2.77 1.31 -0.64
32 C 1.80 2.17 -0.05
33 C 2.40 3.39 0.14
34 H 4.33 4.07 -0.41
35 H 4.85 1.77 -1.24
36 H 2.66 0.25 -0.77
37 H 0.80 1.88 0.26
38 H 1.93 4.29 0.49

HOMO-LUMO gap   7.0 eV
DFT total energy   -68379.545 eV
Charge   +1

No. 5
Molecular formula: C15H33N5O5P
Method: DFT, ωB97M-V/def2-TZVPD

Atoms and positions in Å:
1 C 0.46 1.11 4.09
2 C -0.99 0.80 3.72
3 C -1.69 1.89 2.90
4 P -1.61 3.44 3.93
5 N -0.37 4.34 3.63
6 N -3.12 1.49 2.76
7 C -3.28 0.37 1.97
8 N -4.17 -0.55 2.39
9 N -2.61 0.20 0.85
10 C -1.28 0.87 0.62
11 C -0.18 -0.21 0.82
12 C 0.74 -0.21 -0.39
13 O 1.69 0.51 -0.45
14 O 0.33 -1.03 -1.37
15 C -1.10 2.11 1.48
16 C -1.69 3.40 0.86
17 O -1.96 3.31 -0.54
18 C -0.87 3.50 -1.34
19 C -1.24 3.76 -2.76
20 O 0.24 3.43 -0.90
21 H 1.10 1.27 3.22
22 H 0.87 0.26 4.64
23 H 0.56 1.98 4.74
24 H -1.56 0.69 4.65
25 H -1.03 -0.17 3.23
26 H -1.61 2.90 5.22
27 H -2.89 4.01 3.76
28 H -0.62 5.28 3.34
29 H -3.67 2.25 2.36
30 H -4.26 -0.70 3.38
31 H -4.77 -1.04 1.74
32 H -2.61 -0.77 0.55
33 H -1.25 1.13 -0.43
34 H 0.47 0.02 1.65
35 H -0.61 -1.20 0.92
36 H 1.12 -1.31 -1.87
37 H -0.03 2.28 1.57
38 H -2.63 3.71 1.31
39 H -0.97 4.20 1.03
40 H -1.68 2.85 -3.19
41 H -0.33 3.99 -3.30
42 H -1.97 4.55 -2.83
43 C 1.40 -4.16 -3.05
44 C 2.30 -3.35 -3.98
45 C 3.53 -4.12 -4.49
46 O 4.56 -4.27 -3.55
47 C 4.41 -5.34 -2.63
48 N 2.69 -2.10 -3.30
49 H 1.83 -4.25 -2.05
50 H 0.43 -3.67 -2.94
51 H 1.23 -5.16 -3.44
52 H 1.71 -3.08 -4.86
53 H 3.96 -3.54 -5.31
54 H 3.23 -5.09 -4.90
55 H 3.93 -6.20 -3.10
56 H 3.85 -5.04 -1.75
57 H 5.41 -5.63 -2.31
58 H 3.19 -1.50 -3.96
59 H 3.39 -2.34 -2.60

HOMO-LUMO gap   7.9 eV
DFT total energy   -43060.454 eV
Charge   +1

No. 6
Molecular formula: C4H11N5
Method: DFT, ωB97M-V/def2-TZVPD

Atoms and positions in Å:
1 C -2.69 -1.20 -0.36
2 N -2.49 0.19 0.03
3 C -1.31 0.65 0.31
4 N -0.94 1.90 0.59
5 N -0.06 -0.31 0.22
6 N 1.15 0.24 0.05
7 C 2.07 0.64 -0.97
8 C 2.45 -0.06 0.21
9 N 3.48 -0.68 0.75
10 H -3.68 -1.54 -0.12
11 H -2.24 -1.85 0.28
12 H -2.69 -1.26 -1.42
13 H -3.27 0.72 0.13
14 H 0.04 1.99 0.87
15 H -1.71 2.48 0.87
16 H -0.29 -1.37 -0.06
17 H 2.23 1.67 -1.13
18 H 2.32 -0.03 -1.78
19 H 4.23 -0.83 0.03
20 H 3.40 -1.33 1.53

HOMO-LUMO gap   10.9 eV
DFT total energy   -11756.492 eV
Charge   +2
SMILES string   C/[NH+]=C(/N)NN1CC1=[NH2+]

No. 7
Molecular formula: C4H4HoO2
Method: DFT, ωB97M-V/def2-TZVPD

Atoms and positions in Å:
1 H -1.32 1.98 0.81
2 O -1.77 2.46 -0.07
3 C -1.24 1.69 -1.01
4 C -0.57 0.63 -0.50
5 C -0.18 -0.64 -0.43
6 C 0.86 -0.99 0.52
7 O 1.26 -2.14 0.67
8 Ho 3.11 -3.61 1.75
9 H -0.79 2.22 -1.85
10 H -0.68 -1.45 -0.97
11 H 1.33 -0.16 1.08

HOMO-LUMO gap (spin up / spin down)   3.6 / 7.2 eV
DFT total energy   -34081.929 eV
Multiplicity   6
Charge   +2
⟨S²⟩   8.777

No. 8
Molecular formula: C24H42MnO12SSi
Method: DFT, ωB97M-V/def2-TZVPD

Atoms and positions in Å:
1 Mn -1.12 0.42 1.03
2 C -4.06 -2.82 1.58
3 C -3.20 -2.34 0.42
4 C -3.56 -3.06 -0.87
5 O -3.42 -0.97 0.18
6 C -1.72 -2.67 0.78
7 O -1.39 -3.87 0.82
8 O -0.98 -1.69 1.07
9 H -5.12 -2.66 1.34
10 H -3.83 -2.24 2.48
11 H -3.88 -3.88 1.78
12 H -4.63 -2.91 -1.08
13 H -3.34 -4.12 -0.79
14 H -2.99 -2.64 -1.70
15 H -3.43 -0.48 1.03
16 C 0.92 2.17 4.40
17 C 0.29 0.92 3.86
18 O 0.42 0.65 2.68
19 C -0.34 -0.05 4.80
20 C -0.49 0.24 6.14
21 C -1.08 -0.68 6.99
22 C -1.52 -1.90 6.50
23 C -1.37 -2.19 5.15
24 C -0.78 -1.27 4.30
25 H 1.36 2.72 3.57
26 H 1.69 1.94 5.15
27 H 0.13 2.77 4.85
28 H -0.18 1.20 6.53
29 H -1.21 -0.45 8.04
30 H -1.99 -2.62 7.16
31 H -1.73 -3.13 4.74
32 H -0.68 -1.48 3.25
33 C 2.15 2.81 0.11
34 C 2.00 2.90 -1.41
35 C 3.22 3.59 -2.02
36 C 0.74 3.68 -1.77
37 O 1.98 1.59 -1.97
38 Si 0.65 0.57 -2.00
39 O -0.28 0.74 -0.76
40 O -0.17 0.89 -3.41
41 C 0.15 0.57 -4.75
42 C -0.71 1.50 -5.61
43 C -0.23 -0.88 -5.02
44 C 1.63 0.81 -5.05
45 O 1.32 -0.92 -2.26
46 C 2.24 -1.65 -1.45
47 C 2.22 -1.21 0.01
48 C 1.82 -3.11 -1.54
49 C 3.63 -1.44 -2.05
50 H 2.18 3.81 0.55
51 H 3.07 2.28 0.36
52 H 1.30 2.28 0.54
53 H 3.35 4.60 -1.61
54 H 3.11 3.65 -3.10
55 H 4.12 3.01 -1.79
56 H 0.81 4.71 -1.42
57 H -0.14 3.22 -1.31
58 H 0.59 3.68 -2.86
59 H -1.76 1.37 -5.35
60 H -0.56 1.29 -6.67
61 H -0.43 2.54 -5.41
62 H -1.29 -1.03 -4.83
63 H 0.34 -1.54 -4.35
64 H -0.01 -1.15 -6.06
65 H 1.90 1.84 -4.82
66 H 1.83 0.61 -6.11
67 H 2.25 0.15 -4.44
68 H 1.22 -1.33 0.43
69 H 2.53 -0.16 0.11
70 H 2.91 -1.83 0.59
71 H 0.85 -3.26 -1.06
72 H 2.55 -3.75 -1.04
73 H 1.75 -3.41 -2.59
74 H 3.86 -0.37 -2.06
75 H 3.65 -1.81 -3.08
76 H 4.39 -1.96 -1.47
77 O -1.75 2.32 1.71
78 S -2.74 1.87 2.76
79 O -3.99 2.59 2.67
80 O -2.91 0.39 2.43
81 O -2.11 1.98 4.09

HOMO-LUMO gap (spin up / spin down)   6.6 / 7.6 eV
DFT total energy   -100185.421 eV
Multiplicity   6
Charge   -2
⟨S²⟩   8.753

No. 9
Molecular formula: C3H7N3O2
Method: DFT, ωB97M-V/def2-TZVPD

Atoms and positions in Å:
1 H 1.77 -1.50 -0.33
2 N 1.14 -1.75 0.56
3 C 0.02 -1.22 0.49
4 C -0.93 -1.27 1.72
5 N -0.39 -0.60 -0.70
6 O -1.33 0.48 -0.69
7 C -0.67 1.79 -0.75
8 N 0.49 2.26 -1.21
9 O 1.41 1.35 -1.77
10 H -0.61 -0.37 2.43
11 H -2.04 -1.36 1.31
12 H -0.46 -2.29 2.20
13 H 0.71 -0.10 -1.00
14 H -1.28 2.68 -0.51
15 H 2.15 1.91 -1.74

HOMO-LUMO gap   10.0 eV
DFT total energy   -11783.512 eV
Charge   0
SMILES string   [H]/N=C(/C)NO/C=N\O

No. 10
Molecular formula: C5H10NS
Method: DFT, ωB97M-V/def2-TZVPD

Atoms and positions in Å:
1 C -1.69 1.67 1.17
2 C -2.62 0.93 1.00
3 C 0.68 0.57 -1.33
4 C 1.72 0.93 -0.36
5 C 0.07 -1.56 -0.16
6 N -0.41 -0.31 -0.81
7 S 0.58 0.99 -2.88
8 H -0.92 2.35 1.34
9 H -3.48 0.32 0.89
10 H 2.45 0.12 -0.27
11 H 1.32 1.13 0.63
12 H 2.25 1.81 -0.72
13 H -0.79 -2.15 0.16
14 H 0.65 -2.14 -0.87
15 H 0.68 -1.33 0.70
16 H -1.01 0.23 -0.12
17 H -0.99 -0.56 -1.62

HOMO-LUMO gap   9.0 eV
DFT total energy   -17663.033 eV
Charge   +1

No. 11
Molecular formula: C5H11O2
Method: DFT, ωB97M-V/def2-TZVPD

Atoms and positions in Å:
1 C -0.42 -1.22 1.77
2 C 0.04 -0.60 3.12
3 H 0.44 -1.55 1.19
4 H -1.04 -2.09 2.00
5 H -1.11 -0.55 1.26
6 H 1.12 -0.43 3.04
7 H -0.10 -1.19 4.01
8 H -0.34 0.43 3.13
9 C 0.34 0.44 -1.38
10 C -0.18 -0.14 -2.71
11 C 0.41 2.00 -1.49
12 O 0.98 2.46 -2.52
13 O -0.09 2.67 -0.56
14 H -0.32 0.21 -0.56
15 H 1.35 0.18 -1.08
16 H 0.56 -0.40 -3.47
17 H -0.68 0.68 -3.24
18 H -0.96 -0.89 -2.50

HOMO-LUMO gap   7.4 eV
DFT total energy   -9459.279 eV
Charge   -1